(1)
# C3H4O2

A cluster of 2 separate species, C3H4O2 in total (the ωB97M-V functional and the def2-TZVPD basis, the Open Molecules 2025 dataset).

```
9
C3H4O2 the ωB97M-V functional and the def2-TZVPD basis
C 0.644 -1.299 -0.344
C 0.243 0.024 -0.320
C -0.823 0.752 0.437
O 1.199 -2.253 0.084
O 0.147 -0.774 -1.475
H 1.873 0.846 -0.296
H -1.135 1.666 0.046
H -0.516 0.893 1.370
H -1.630 0.145 0.497
```

Output
Lowest unoccupied orbital energy: -0.1 eV
Frontier orbital gap: 0.3648 hartree
Total charge: 0

---

(2)
# C25H44BBe2Br3Cl4FO10S

A structure of composition C25H44BBe2Br3Cl4FO10S (the ωB97M-V functional and the def2-TZVPD basis, the Open Molecules 2025 dataset).

```
91
C25H44BBe2Br3Cl4FO10S the ωB97M-V functional and the def2-TZVPD basis
C 3.418 0.069 1.243
C 2.167 1.047 1.005
C 1.153 1.044 2.222
O -0.111 0.444 2.007
B -1.001 1.083 1.047
C -0.963 2.719 0.986
C -0.020 3.386 -0.096
C -0.955 4.197 -1.119
C -1.905 3.218 -1.915
O -1.472 2.735 -2.938
O -3.177 2.846 -1.475
C -0.957 0.306 -0.397
C -0.189 -1.063 -0.426
O -0.810 -1.961 -1.413
C -0.312 -1.702 -2.733
C 0.938 -2.687 -2.932
C -2.568 0.772 1.659
C -2.920 -0.766 1.739
C -4.129 -0.971 0.798
C -5.445 -0.313 1.158
C -6.636 -0.431 0.256
C -6.559 -1.203 -1.019
C -5.278 -1.887 -1.340
C -4.109 -1.766 -0.453
H 3.850 -0.285 0.265
H 3.198 -0.756 1.967
H 4.227 0.701 1.718
H 2.626 2.084 0.977
H 1.720 0.886 -0.007
H 1.658 0.421 3.028
H 1.126 2.084 2.679
H -2.021 3.084 0.803
H -0.693 3.146 2.003
H 0.595 4.185 0.414
H 0.639 2.694 -0.676
H -1.635 4.844 -0.486
H -0.344 4.841 -1.825
H -3.709 3.639 -1.262
H -2.019 0.080 -0.740
H -0.525 0.927 -1.248
H 0.894 -0.978 -0.759
H -0.174 -1.639 0.532
H -1.107 -2.084 -3.446
H -0.061 -0.629 -2.942
H 1.859 -2.075 -2.755
H 0.834 -3.553 -2.181
H 0.915 -3.174 -3.950
H -3.347 1.306 1.044
H -2.575 1.180 2.717
H -2.082 -1.480 1.552
H -3.318 -0.976 2.780
H -5.578 0.281 2.095
H -7.619 0.043 0.476
H -7.427 -1.281 -1.724
H -5.190 -2.476 -2.291
H -3.195 -2.312 -0.782
Be -0.204 -0.214 -5.010
O -6.580 -3.479 2.436
S -7.604 -2.870 3.287
O -8.762 -2.487 2.482
O -7.060 -1.700 3.975
O -8.040 -3.881 4.357
C 0.901 6.818 -3.861
Cl 2.221 6.532 -2.721
Cl -0.566 7.304 -3.002
Cl 1.362 8.042 -5.050
H 0.697 5.890 -4.387
Be -0.150 -4.504 -1.288
C 6.139 -5.828 4.131
O 6.779 -5.294 2.975
C 5.862 -4.979 1.940
C 5.594 -3.484 1.877
O 4.888 -3.037 3.033
C 5.739 -2.385 3.964
H 6.872 -5.853 4.950
H 5.289 -5.212 4.444
H 5.807 -6.852 3.931
H 4.929 -5.540 2.059
H 6.325 -5.293 0.997
H 4.954 -3.277 1.012
H 6.526 -2.925 1.748
H 6.018 -1.396 3.582
H 6.640 -2.969 4.170
H 5.189 -2.255 4.896
C 2.097 8.310 -8.985
Br 2.080 9.030 -10.781
Br 2.773 6.498 -8.943
Br 3.054 9.461 -7.759
H 1.066 8.273 -8.647
Cl -8.866 -5.696 4.553
F 8.345 -6.599 5.792
```

Output
Lowest unoccupied orbital energy: -4.2 eV
Frontier orbital gap: 0.0400 hartree
Total charge: -1

---

(3)
# C34H96N12O10

A cluster of 10 separate species, C34H96N12O10 in total (the ωB97M-V functional and the def2-TZVPD basis, the Open Molecules 2025 dataset).

```
152
C34H96N12O10 the ωB97M-V functional and the def2-TZVPD basis
C 4.726 0.381 3.364
O 3.668 0.678 2.855
N 4.877 -0.558 4.249
N 5.869 0.881 3.027
H 3.968 -0.900 4.525
H 5.781 -0.864 4.579
H 5.745 1.547 2.277
H 6.700 0.651 3.552
C -2.643 1.071 4.002
O -3.539 1.488 4.668
N -1.987 -0.071 4.217
N -2.050 1.656 3.029
H -1.197 -0.194 3.601
H -2.370 -0.683 4.923
H -1.364 1.180 2.460
H -2.495 2.488 2.669
C 1.287 -0.371 -0.129
C 0.871 0.466 1.141
C 0.708 1.987 0.841
O -0.387 2.171 -0.116
C -0.905 3.491 -0.102
N -0.207 -0.215 1.855
H 2.228 0.010 -0.526
H 0.519 -0.512 -0.889
H 1.588 -1.383 0.142
H 1.648 0.403 1.904
H 1.584 2.411 0.349
H 0.506 2.628 1.699
H -1.222 3.713 0.917
H -1.740 3.399 -0.797
H -0.142 4.157 -0.504
H -0.923 -0.357 1.157
H 0.204 -1.071 2.200
C 5.215 -11.821 7.250
C 4.882 -10.443 7.785
C 4.364 -9.454 6.637
O 4.279 -8.132 7.260
C 3.268 -7.288 6.713
N 3.936 -10.451 8.806
H 4.278 -12.204 6.845
H 5.646 -12.426 8.048
H 6.062 -11.753 6.566
H 5.864 -10.013 7.986
H 3.403 -9.778 6.239
H 5.010 -9.547 5.764
H 2.907 -7.588 5.729
H 3.577 -6.243 6.685
H 2.440 -7.266 7.422
H 2.988 -10.656 8.524
H 4.041 -9.449 8.883
C -4.047 -1.494 13.543
C -4.170 -3.105 13.808
C -2.816 -3.776 13.495
O -2.546 -3.567 12.087
C -1.162 -3.588 11.775
N -4.520 -3.233 15.223
H -4.075 -1.302 12.471
H -3.067 -1.116 13.833
H -4.978 -1.083 13.934
H -4.879 -3.634 13.172
H -2.732 -4.862 13.449
H -2.020 -3.481 14.178
H -0.595 -2.746 12.175
H -1.200 -3.528 10.688
H -0.765 -4.555 12.083
H -4.310 -4.200 15.427
H -3.792 -2.808 15.779
C 5.009 -7.241 0.331
C 4.050 -6.825 1.397
C 4.459 -7.252 2.911
O 4.751 -8.667 3.133
C 6.135 -8.969 3.390
N 3.891 -5.363 1.099
H 5.916 -6.638 0.368
H 4.671 -6.932 -0.659
H 5.276 -8.265 0.592
H 3.051 -7.245 1.278
H 3.635 -7.093 3.607
H 5.292 -6.594 3.161
H 6.449 -8.584 4.360
H 6.811 -8.675 2.587
H 6.281 -10.042 3.515
H 3.673 -5.155 0.135
H 3.095 -5.054 1.639
C 1.978 -3.108 3.225
C 1.390 -2.497 4.517
C 1.065 -3.652 5.510
O 0.510 -2.989 6.637
C 0.279 -3.902 7.708
N 2.300 -1.484 5.025
H 1.231 -3.673 2.669
H 2.688 -3.913 3.418
H 2.459 -2.367 2.586
H 0.503 -1.886 4.351
H 1.932 -4.257 5.777
H 0.378 -4.357 5.041
H 1.335 -3.930 7.975
H 0.039 -4.947 7.515
H -0.300 -3.542 8.558
H 1.737 -1.162 5.799
H 2.259 -0.779 4.304
C -2.791 -2.218 -0.497
C -2.575 -3.603 -0.058
C -1.702 -3.690 1.173
O -0.352 -3.271 0.805
C 0.483 -4.129 0.014
N -3.786 -4.282 0.220
H -3.023 -1.616 0.382
H -3.636 -2.085 -1.173
H -1.883 -1.808 -0.940
H -2.155 -4.133 -0.913
H -1.742 -4.725 1.511
H -2.194 -3.102 1.949
H -0.006 -4.143 -0.960
H 0.525 -5.142 0.415
H 1.473 -3.706 -0.156
H -4.216 -3.748 0.962
H -4.391 -4.277 -0.589
C -3.281 -6.960 6.379
C -2.185 -7.002 5.337
C -1.984 -8.369 4.706
O -0.917 -8.071 3.775
C -0.491 -9.279 3.133
N -2.499 -5.877 4.389
H -2.978 -7.631 7.182
H -4.242 -7.150 5.901
H -3.502 -5.957 6.745
H -1.332 -6.617 5.895
H -2.947 -8.470 4.205
H -1.844 -9.191 5.408
H -1.244 -9.617 2.421
H -0.232 -9.962 3.942
H 0.407 -9.285 2.515
H -3.442 -6.097 4.102
H -1.946 -6.226 3.619
C 7.427 3.259 7.793
C 5.907 3.105 7.976
C 5.125 2.225 6.935
O 3.754 2.023 7.358
C 2.938 1.487 6.333
N 5.711 2.556 9.291
H 7.940 2.369 7.431
H 7.856 3.533 8.757
H 7.668 3.942 6.978
H 5.224 3.952 8.047
H 5.545 1.221 6.994
H 5.292 2.628 5.937
H 1.915 1.220 6.601
H 3.453 0.537 6.184
H 2.830 2.105 5.442
H 6.191 1.668 9.258
H 4.752 2.241 9.275
```

Output
Lowest unoccupied orbital energy (spin up / spin down): -3.2 / -9.0 eV
Frontier orbital gap (spin up / spin down): 0.2690 / 0.0546 hartree
2S+1: 2
Total charge: +1

---

(4)
# C5H10N2

A cluster of 2 separate species, C5H10N2 in total (the ωB97M-V functional and the def2-TZVPD basis, the Open Molecules 2025 dataset).

```
17
C5H10N2 the ωB97M-V functional and the def2-TZVPD basis
C -0.091 0.866 -1.480
C 0.560 -0.144 -0.955
N 0.496 -1.541 -0.772
C 1.591 -0.720 -0.149
C 1.686 -0.345 1.298
H -0.781 0.620 -2.274
H 0.031 1.891 -1.134
H -0.248 -1.754 -0.101
H 2.513 -0.925 -0.690
H 1.850 -1.211 1.942
H 0.782 0.198 1.595
H 2.530 0.347 1.403
C -2.341 0.626 -0.080
N -1.860 0.958 1.046
H -2.590 1.418 -0.786
H -2.495 -0.403 -0.444
H -1.633 0.119 1.582
```

Output
Lowest unoccupied orbital energy: 1.0 eV
Frontier orbital gap: 0.3509 hartree
Total charge: 0
SMILES string: C=C1N[C@@H]1C.C=N

---

Question: Which of these has the highest total charge?
Answer: C34H96N12O10

---

Question: The highest total charge belongs to which entry?
Answer: C34H96N12O10

---

Question: Among the records above, which one has the lowest total charge?
Answer: C25H44BBe2Br3Cl4FO10S

---

Question: The lowest total charge belongs to which entry?
Answer: C25H44BBe2Br3Cl4FO10S